No. 1
Molecular formula: C3H4BrN
Method: DFT, ωB97M-V/def2-TZVPD

Results
E_LUMO = 0.03233 hartree
SMILES = C=CBr.C#N
electronic energy = -2745.406458 a.u.
molar mass = 133.98 g/mol
F_max = 2.22 eV Å⁻¹
HOMO level = -9.907 eV
energy above the lowest of the compared OMol25 structures with the same formula, charge and spin = 34.9 kcal/mol

```
! wB97M-V def2-TZVPD RIJCOSX def2/J DEFGRID3
* xyz 0 1
C 1.38 2.26 0.46
Br -1.60 0.93 -0.59
H 0.71 -1.33 -0.96
C -1.15 -0.93 -0.09
C -0.11 -1.67 -0.40
N 1.51 2.73 -0.59
H 1.10 1.75 1.34
H -1.74 -1.13 0.79
H -0.10 -2.62 0.04
*
```

natural (NBO) atomic charge list, values in e, 6 entries:
1. C 0.071
2. Br -0.001
3. H 0.216
4. C -0.220
5. C -0.416
6. N -0.301

***

No. 2
Molecular formula: C20H40CrNOP3S
Method: DFT, ωB97M-V/def2-TZVPD

Results
E_LUMO (spin up / spin down) = -0.33379 / -0.36590 hartree
electronic energy = -3381.664536 a.u.
molar mass = 487.53 g/mol
F_max = 2.58 eV Å⁻¹
HOMO level (spin up / spin down) = -15.270 / -17.046 eV
energy above the lowest of the compared OMol25 structures with the same formula, charge and spin = 0.0 kcal/mol

```
! wB97M-V def2-TZVPD RIJCOSX def2/J DEFGRID3
* xyz 3 4
H -3.32 -3.24 -0.47
H 1.13 5.43 -3.38
H 0.44 -4.63 -1.42
P -0.05 4.25 -1.71
C 1.06 3.63 -0.42
H 4.59 -2.33 0.21
H 1.33 0.85 -3.26
C 3.73 -2.02 -0.39
C 2.38 -2.58 2.11
H -1.47 5.64 -0.37
C -0.54 -4.20 -1.63
C -2.64 -2.43 -0.78
H -1.30 -5.00 -1.57
C 2.95 0.16 1.36
H 2.02 3.37 -0.89
H -2.60 1.60 2.98
C -1.85 0.81 -0.34
C -3.34 -0.29 -6.12
H -2.39 4.77 -1.63
Cr 0.42 -1.06 -0.29
N -0.87 0.29 0.45
H -1.88 3.91 -0.15
H -1.19 -3.00 1.97
C -1.02 -3.74 1.18
H 4.02 -1.20 -1.06
C -2.22 1.26 2.02
H 3.37 -2.86 -0.98
H -1.76 2.68 -5.54
H 1.56 -2.30 2.78
C -2.00 -0.40 -4.12
H -0.08 -4.27 1.38
H -3.45 1.66 -7.09
H 3.47 0.71 0.57
H 3.63 0.00 2.21
H -4.05 -0.77 -6.80
H 3.34 -2.51 2.64
H 1.63 -1.34 -2.11
C -1.08 0.56 1.80
P 2.41 -1.44 0.71
S -3.10 1.56 0.52
H -2.77 -2.25 -1.85
H 0.62 1.37 -1.63
H 0.07 -1.38 -2.97
H -2.92 -1.52 -0.25
H -1.86 0.74 -1.42
P -0.93 -2.91 -0.42
H -1.72 -0.93 -3.23
H -0.36 0.19 2.55
C 0.68 5.73 -2.43
C -2.09 1.66 -5.45
C -1.60 0.98 -4.29
H 2.22 -3.61 1.76
C -2.81 -1.03 -5.06
H 1.21 4.43 0.32
H -3.06 -2.10 -4.95
H -0.10 6.49 -2.59
H 2.09 0.75 1.69
O -0.77 1.63 -3.55
H -0.54 -3.78 -2.64
H -0.28 3.24 -2.72
H 0.64 2.75 0.11
H -1.85 -4.45 1.17
C -1.60 4.68 -0.88
C -3.01 1.05 -6.30
C 0.62 -0.84 -2.20
H 1.45 6.11 -1.74
C 0.71 0.58 -2.39
*
```

natural (NBO) atomic charge list, values in e, 6 entries:
1. H 0.279
2. H 0.284
3. H 0.262
4. P 1.254
5. C -0.962
6. H 0.282

***

No. 3
Molecular formula: C11H14N2O2
Method: DFT, ωB97M-V/def2-TZVPD

Results
E_LUMO = 0.02777 hartree
SMILES = COc1ccccc1OCC1=NCCN1
electronic energy = -687.385341 a.u.
molar mass = 206.24 g/mol
F_max = 5.38 eV Å⁻¹
HOMO level = -8.786 eV
energy above the lowest of the compared OMol25 structures with the same formula, charge and spin = 87.2 kcal/mol

```
! wB97M-V def2-TZVPD RIJCOSX def2/J DEFGRID3
* xyz 0 1
C -3.81 1.03 -0.20
C 2.02 -0.13 -1.08
N 2.85 -0.36 -2.09
H 1.28 -0.37 1.86
C -1.45 0.36 -0.05
N 2.63 0.39 0.11
H 4.83 0.43 -2.41
C -2.44 1.24 -0.49
H -3.36 -1.98 1.61
H -2.21 2.13 -1.02
H -0.07 -0.60 -2.08
O -0.80 -1.39 1.69
C -3.16 -0.97 1.12
H -5.19 -0.15 0.83
H 0.27 -1.42 -0.52
H 3.59 2.07 -0.84
C 4.14 0.02 -1.57
H 2.05 1.31 0.43
H 4.44 1.34 0.47
H 4.62 -0.82 -1.12
C -1.82 -0.75 0.80
C 3.77 1.03 -0.39
H -0.13 0.20 2.96
C 0.50 -0.44 -1.05
H -4.53 1.63 -0.62
C 0.32 -0.74 2.44
C -4.15 -0.08 0.53
O -0.16 0.68 -0.33
H 0.26 -1.74 3.04
*
```

natural (NBO) atomic charge list, values in e, 6 entries:
1. C -0.219
2. C 0.387
3. N -0.427
4. H 0.218
5. C 0.235
6. N -0.643

***

No. 4
Molecular formula: C3H4ErO3
Method: DFT, ωB97M-V/def2-TZVPD

Results
E_LUMO (spin up / spin down) = -0.04681 / -0.10691 hartree
electronic energy = -1357.258079 a.u.
molar mass = 255.32 g/mol
F_max = 4.93 eV Å⁻¹
HOMO level (spin up / spin down) = -8.244 / -7.377 eV
energy above the lowest of the compared OMol25 structures with the same formula, charge and spin = 45.0 kcal/mol

```
! wB97M-V def2-TZVPD RIJCOSX def2/J DEFGRID3
* xyz 0 5
O 1.40 -2.46 1.10
H -1.28 1.77 -0.76
H 1.31 0.57 -0.77
H -1.76 0.26 0.03
C -0.78 0.74 -0.10
H 0.08 0.10 -1.99
O 0.48 -1.28 -0.53
Er -0.37 2.51 1.59
C 0.32 0.11 -0.91
C 0.66 -1.51 0.80
O -0.07 -0.81 1.56
*
```

natural (NBO) atomic charge list, values in e, 6 entries:
1. O -0.668
2. H 0.112
3. H 0.171
4. H 0.242
5. C -0.763
6. H 0.210

***

No. 5
Molecular formula: C6H12O
Method: DFT, ωB97M-V/def2-TZVPD

Results
E_LUMO (spin up / spin down) = 0.12115 / 0.12129 hartree
electronic energy = -310.894139 a.u.
molar mass = 100.16 g/mol
F_max = 1.50 eV Å⁻¹
HOMO level (spin up / spin down) = -0.031 / -1.714 eV
energy above the lowest of the compared OMol25 structures with the same formula, charge and spin = 68.6 kcal/mol

```
! wB97M-V def2-TZVPD RIJCOSX def2/J DEFGRID3
* xyz -1 2
H 3.86 3.63 -0.53
H -2.00 -1.29 -1.84
H -4.38 -1.27 0.00
C -1.37 -1.17 0.28
C -2.37 -1.03 -0.85
H 2.44 0.74 0.63
H 1.37 -2.13 0.97
H 0.04 -0.12 -1.00
H 1.22 0.53 1.82
C 0.01 -0.90 -0.22
H -1.73 -0.50 1.09
O 3.56 4.55 -0.62
C 1.22 -1.14 0.48
H -4.28 -0.80 -1.71
H 2.56 -0.50 2.03
C 1.94 -0.07 1.23
C -3.70 -0.98 -0.81
H -1.59 -2.22 0.55
H 3.21 4.67 -1.49
*
```

natural (NBO) atomic charge list, values in e, 6 entries:
1. H 0.481
2. H 0.183
3. H 0.172
4. C -0.486
5. C -0.099
6. H 0.157

***

No. 6
Molecular formula: C5H11NO2
Method: DFT, ωB97M-V/def2-TZVPD

Results
E_LUMO = 0.02849 hartree
SMILES = Cc1cc[nH]c1.O.O
electronic energy = -402.347493 a.u.
molar mass = 117.15 g/mol
F_max = 0.99 eV Å⁻¹
HOMO level = -8.760 eV
energy above the lowest of the compared OMol25 structures with the same formula, charge and spin = 19.2 kcal/mol

```
! wB97M-V def2-TZVPD RIJCOSX def2/J DEFGRID3
* xyz 0 1
C 0.18 -1.23 0.15
H -0.42 0.59 2.65
C 0.07 0.07 0.59
H -0.49 0.23 -2.67
H -0.53 1.92 -0.50
H 0.46 -2.15 0.64
H 1.23 0.08 2.41
O 3.23 -0.07 -0.27
O -3.33 -0.30 -0.02
H -0.15 -2.05 -1.78
H 2.26 -0.02 -0.23
H 3.46 0.76 -0.73
H 0.69 1.65 1.86
C 0.40 0.61 1.94
C -0.42 0.02 -1.62
H -2.41 0.02 -0.06
C -0.28 0.86 -0.54
N -0.15 -1.24 -1.18
H -3.82 0.27 -0.62
*
```

natural (NBO) atomic charge list, values in e, 6 entries:
1. C -0.086
2. H 0.221
3. C -0.112
4. H 0.218
5. H 0.229
6. H 0.224